C65H49BaN9OP2S as an isolated structure. Source: the OMol25 dataset; level of theory: ωB97M-V with the def2-TZVPD basis set.

The calculation puts the HOMO-LUMO gap (alpha / beta) at 0.1817 / 0.1815 Ha. The value obtained for the LUMO energy (alpha / beta) is -0.8 / -0.8 eV. As for the largest force on an atom: 0.8 eV/Å. For the energy above the lowest of the compared OMol25 structures with the same formula, charge and spin, the calculation gives 1.1 kcal/mol.

The geometry in ORCA input format:
```
! RIJCOSX wB97M-V def2-TZVPD def2/J DEFGRID3
* xyz 0 1
C -4.785 -1.779 -2.200
H 2.641 0.706 -3.779
C -1.232 -5.268 5.055
H -5.195 5.053 -4.841
C -2.273 6.769 5.113
H -1.380 -6.304 -0.940
C -4.301 -4.148 -3.572
H -4.564 2.293 -1.634
Ba 0.799 -0.533 0.235
C -0.306 -4.026 3.258
H -1.809 -6.105 5.429
C 4.922 -1.163 -4.085
H -1.664 7.606 5.458
C 3.525 0.497 3.827
N 3.090 -0.929 -0.931
H 6.491 -0.575 -5.415
H 6.202 3.137 4.617
C 0.426 3.269 -1.946
N 1.141 -2.966 -0.719
C -2.820 2.791 -2.782
C 0.072 -3.277 5.530
C -3.483 -2.264 -2.313
H -2.791 4.940 -5.404
N -2.222 0.160 -2.408
C 2.541 2.663 -2.917
C -1.835 5.199 3.190
C 0.718 -4.788 -3.877
H 1.698 4.364 0.867
C 1.510 -3.116 -2.018
H -2.229 -3.817 -3.100
C 4.127 -0.062 -0.730
N -0.221 -4.230 0.812
H -6.847 -2.098 -2.681
N 2.811 -0.430 1.859
O 0.238 2.004 1.239
H 0.322 0.129 -3.222
H -4.110 -5.070 -4.105
C -0.238 5.298 4.974
S 1.107 2.580 2.328
H 4.829 2.191 6.424
C -3.052 -1.519 2.912
C 2.259 3.673 1.495
H 5.896 2.390 2.265
H -1.886 0.852 -4.377
C 0.080 -3.552 1.921
C -1.042 -5.118 3.689
C -4.532 4.421 -4.265
H -0.190 3.987 -1.414
C -0.808 -5.888 -1.759
C -3.183 4.359 -4.580
C -2.517 -0.128 1.015
C -0.115 -5.880 -4.083
C 0.114 3.823 3.128
H 6.527 1.399 -1.597
H 2.835 4.202 2.255
C -0.116 2.032 -2.308
C 2.605 -0.439 3.190
H -6.417 -4.208 -3.896
C -5.593 -3.663 -3.454
H -1.449 -5.825 2.978
H -3.001 -3.343 0.070
C 6.043 -0.432 -4.440
C 1.739 3.585 -2.253
N 0.776 -2.411 2.033
H -3.198 -1.640 3.978
H 3.572 2.899 -3.149
H 2.922 3.043 0.901
C 4.306 1.037 2.796
C 0.533 4.334 4.349
C -0.683 -4.357 5.964
C 6.615 0.489 -3.553
C -3.169 -2.612 2.062
N 2.424 -2.440 -2.686
H 7.495 1.040 -3.860
C 4.375 -0.940 -2.827
H -2.757 6.334 5.990
H -2.764 5.530 2.742
H 2.143 4.549 -1.969
C -0.865 -6.426 -3.038
C -4.177 2.870 -2.467
H 1.313 -4.368 -4.678
H -4.967 -0.856 -1.661
C -2.277 -0.027 -3.868
C 3.207 -1.495 -2.139
H -3.304 -0.198 -4.197
H -0.846 -4.505 7.024
C 3.704 0.897 5.147
C -5.836 -2.474 -2.770
C -2.945 -2.467 0.706
N 1.741 -1.201 3.880
C 6.081 0.699 -2.292
H 1.449 3.975 4.807
C 0.973 -2.129 3.357
H 3.102 0.468 5.937
C 0.291 -3.955 -0.380
C -3.243 -3.444 -3.006
H 0.084 5.706 5.925
H -1.496 -7.284 -3.231
H -3.407 -3.589 2.463
C -2.617 -1.221 0.151
H 0.514 -2.576 6.227
C 4.946 -0.020 -1.941
H -1.280 3.500 -4.103
C 0.764 -4.247 -2.603
H 4.477 -1.884 -4.758
C 5.451 2.395 4.376
C -1.431 5.743 4.405
C 4.667 1.856 5.408
H -0.181 -6.324 -5.069
C -2.730 -0.282 2.383
C 0.703 1.109 -2.954
H -3.052 7.159 4.460
C 5.286 1.988 3.064
H -2.629 0.581 3.030
H -1.676 -0.891 -4.174
H -2.256 0.851 0.642
N 4.423 0.595 0.378
H -1.384 3.798 1.606
C 0.243 -3.119 4.164
C -2.331 3.546 -3.844
H -6.082 3.719 -2.955
C -1.069 4.238 2.545
C 2.021 1.429 -3.268
C -5.030 3.671 -3.207
C 0.008 -4.786 -1.563
C 3.844 0.405 1.565
P -1.819 1.668 -1.738
P -2.056 -1.379 -1.601
*
```

Atomic partial charges in e from the Löwdin method, atoms 1 to 99: atom 1 (C): -0.087, atom 2 (H): 0.103, atom 3 (C): -0.084, atom 4 (H): 0.102, atom 5 (C): -0.049, atom 6 (H): 0.113, atom 7 (C): -0.071, atom 8 (H): 0.098, atom 9 (Ba): 1.813, atom 10 (C): -0.119, atom 11 (H): 0.098, atom 12 (C): -0.024, atom 13 (H): 0.081, atom 14 (C): -0.133, atom 15 (N): -0.025, atom 16 (H): 0.098, atom 17 (H): 0.096, atom 18 (C): -0.125, atom 19 (N): -0.020, atom 20 (C): -0.360, atom 21 (C): -0.015, atom 22 (C): -0.390, atom 23 (H): 0.104, atom 24 (N): -0.534, atom 25 (C): -0.062, atom 26 (C): -0.030, atom 27 (C): -0.015, atom 28 (H): 0.060, atom 29 (C): -0.311, atom 30 (H): 0.084, atom 31 (C): -0.305, atom 32 (N): 0.199, atom 33 (H): 0.103, atom 34 (N): -0.033, atom 35 (O): -0.696, atom 36 (H): 0.090, atom 37 (H): 0.104, atom 38 (C): -0.036, atom 39 (S): 0.940, atom 40 (H): 0.096, atom 41 (C): -0.070, atom 42 (C): -0.200, atom 43 (H): 0.111, atom 44 (H): 0.072, atom 45 (C): -0.304, atom 46 (C): -0.026, atom 47 (C): -0.088, atom 48 (H): 0.109, atom 49 (C): -0.024, atom 50 (C): -0.079, atom 51 (C): -0.167, atom 52 (C): -0.085, atom 53 (C): -0.392, atom 54 (H): 0.110, atom 55 (H): 0.066, atom 56 (C): -0.401, atom 57 (C): -0.327, atom 58 (H): 0.102, atom 59 (C): -0.082, atom 60 (H): 0.112, atom 61 (H): 0.105, atom 62 (C): -0.086, atom 63 (C): -0.080, atom 64 (N): -0.018, atom 65 (H): 0.110, atom 66 (H): 0.109, atom 67 (H): 0.047, atom 68 (C): -0.134, atom 69 (C): -0.071, atom 70 (C): -0.084, atom 71 (C): -0.087, atom 72 (C): -0.072, atom 73 (N): 0.200, atom 74 (H): 0.098, atom 75 (C): -0.136, atom 76 (H): 0.086, atom 77 (H): 0.114, atom 78 (H): 0.106, atom 79 (C): -0.092, atom 80 (C): -0.107, atom 81 (H): 0.111, atom 82 (H): 0.110, atom 83 (C): -0.161, atom 84 (C): -0.319, atom 85 (H): 0.083, atom 86 (H): 0.098, atom 87 (C): -0.022, atom 88 (C): -0.077, atom 89 (C): -0.113, atom 90 (N): 0.202, atom 91 (C): -0.022, atom 92 (H): 0.114, atom 93 (C): -0.294, atom 94 (H): 0.110, atom 95 (C): -0.317, atom 96 (C): -0.088, atom 97 (H): 0.118, atom 98 (H): 0.100, atom 99 (H): 0.108



C19H27BaI2N4O2S as an isolated structure in a non-equilibrium geometry. Source: the OMol25 dataset; level of theory: ωB97M-V with the def2-TZVPD basis set.

The calculation puts the HOMO-LUMO gap at 0.2677 Ha. The value obtained for the LUMO energy is -2.4 eV. As for the largest force on an atom: 4.7 eV/Å. For the energy above the lowest of the compared OMol25 structures with the same formula, charge and spin, the calculation gives 60.2 kcal/mol.

The geometry in ORCA input format:
```
! RIJCOSX wB97M-V def2-TZVPD def2/J DEFGRID3
* xyz 1 1
N 2.759 0.166 -1.743
C -1.904 0.519 4.005
H -4.426 2.002 -3.288
H 3.698 -2.979 -0.666
S -1.552 1.668 -1.157
C 3.831 -0.718 0.301
H -2.486 3.798 3.353
C -2.371 1.834 4.192
H 3.265 -0.317 -3.752
H -3.908 3.649 -0.941
H 2.791 1.166 -1.904
H 1.877 -4.213 -1.535
H 1.564 0.071 -3.415
C -3.453 3.370 -1.893
C -2.748 1.020 -2.363
H 3.692 0.166 0.935
N 1.159 -2.239 -1.878
H 4.439 -1.090 -1.739
C 2.132 -1.940 -2.931
C -1.427 2.422 2.083
H 2.837 -3.628 0.725
H -2.907 2.092 5.092
I -2.957 -0.209 6.815
H -1.644 -2.576 5.376
C -1.546 -1.781 4.655
C -1.941 3.350 -1.735
C -2.142 2.783 3.231
H 3.058 -2.482 -2.730
C 1.586 -3.312 -0.977
H -3.742 4.123 -2.626
H 4.771 0.535 -1.173
N -0.995 1.204 1.858
C -1.237 0.246 2.771
O -0.222 -1.329 1.321
H -2.998 -0.008 -2.106
C -2.038 -0.528 4.935
H 0.299 -2.553 -2.314
H -1.399 3.504 -2.667
C -3.942 1.964 -2.313
H -2.222 1.046 -3.319
C 4.027 -0.266 -1.156
C 2.773 -2.904 -0.093
C -0.933 -2.033 3.441
C -0.771 -1.072 2.448
H -1.208 3.161 1.321
H 2.372 -1.603 1.399
C 2.443 -0.444 -3.032
N 2.634 -1.541 0.424
H 1.764 -2.265 -3.911
O -0.211 1.340 -1.722
Ba 0.479 -0.111 -0.259
H 0.740 -3.561 -0.336
I -0.120 -3.917 2.967
H -4.688 1.603 -1.602
H -1.589 4.066 -0.996
H 4.739 -1.247 0.626
*
```

Need the Löwdin charges? In units of e they are: atom 1 (N): -0.196, atom 2 (C): -0.205, atom 3 (H): 0.119, atom 4 (H): 0.112, atom 5 (S): 0.888, atom 6 (C): -0.206, atom 7 (H): 0.109, atom 8 (C): -0.032, atom 9 (H): 0.128, atom 10 (H): 0.116, atom 11 (H): 0.111, atom 12 (H): 0.127, atom 13 (H): 0.105, atom 14 (C): -0.209, atom 15 (C): -0.288, atom 16 (H): 0.121, atom 17 (N): -0.180, atom 18 (H): 0.111, atom 19 (C): -0.194, atom 20 (C): -0.161, atom 21 (H): 0.120, atom 22 (H): 0.064, atom 23 (I): 0.908, atom 24 (H): 0.085, atom 25 (C): -0.214, atom 26 (C): -0.284, atom 27 (C): -0.037, atom 28 (H): 0.110, atom 29 (C): -0.211, atom 30 (H): 0.121, atom 31 (H): 0.127, atom 32 (N): -0.004, atom 33 (C): -0.161, atom 34 (O): -0.586, atom 35 (H): 0.100, atom 36 (C): -0.644, atom 37 (H): 0.115, atom 38 (H): 0.110, atom 39 (C): -0.206, atom 40 (H): 0.108, atom 41 (C): -0.192, atom 42 (C): -0.189, atom 43 (C): -0.610, atom 44 (C): -0.492, atom 45 (H): 0.091, atom 46 (H): 0.096, atom 47 (C): -0.217, atom 48 (N): -0.209, atom 49 (H): 0.130, atom 50 (O): -0.897, atom 51 (Ba): 2.125, atom 52 (H): 0.090, atom 53 (I): 0.938, atom 54 (H): 0.117, atom 55 (H): 0.092, atom 56 (H): 0.127



A single C5H8 molecule in a non-equilibrium geometry. Source: the OMol25 dataset; level of theory: ωB97M-V with the def2-TZVPD basis set.

The calculation puts the HOMO-LUMO gap at 0.3611 Ha. The value obtained for the LUMO energy is 1.3 eV. As for the largest force on an atom: 1.1 eV/Å. The SMILES is C=C/C=C/C. For the energy above the lowest of the compared OMol25 structures with the same formula, charge and spin, the calculation gives 15.5 kcal/mol.

The geometry in ORCA input format:
```
! RIJCOSX wB97M-V def2-TZVPD def2/J DEFGRID3
* xyz 0 1
H -1.509 -0.510 -2.472
C 0.575 0.324 0.959
C -0.105 -1.023 -0.960
H 1.412 2.157 1.671
H 0.618 1.220 2.903
C 0.549 1.508 1.856
H -1.109 0.764 -0.269
H -0.537 -1.996 -2.787
H 0.648 -1.761 -0.711
C -0.777 -1.208 -2.086
C -0.257 0.120 -0.070
H -0.339 2.111 1.705
H 1.259 -0.511 1.108
*
```

Need the Löwdin charges? In units of e they are: atom 1 (H): 0.054, atom 2 (C): -0.165, atom 3 (C): -0.208, atom 4 (H): 0.076, atom 5 (H): 0.070, atom 6 (C): -0.106, atom 7 (H): 0.110, atom 8 (H): 0.048, atom 9 (H): 0.098, atom 10 (C): -0.009, atom 11 (C): -0.142, atom 12 (H): 0.071, atom 13 (H): 0.103



> Among the records above, which one has the lowest energy above the lowest of the compared OMol25 structures with the same formula, charge and spin?

C65H49BaN9OP2S



> Which formula does entry 3 have?

C5H8